Formula: C20H30FNO13P2S
Source: the Open Molecules 2025 dataset
Level of theory: wB97M-V/def2-TZVPD

Element x y z (Å)
O: -0.72902 1.09020 3.21907
P: -0.69494 0.80358 1.79789
O: -1.96640 0.01672 1.30175
C: -2.14394 -0.59993 0.00870
C: -3.61674 -0.51031 -0.39492
C: -4.30577 -1.86406 -0.53762
F: -5.59304 -1.81591 0.00248
O: -0.58124 2.09830 0.85250
P: -1.75755 2.92970 0.09029
S: -3.26557 3.52882 1.08132
O: 0.60559 -0.01381 1.37244
C: 1.14592 -0.09542 0.09262
C: 1.10418 -1.28564 -0.59673
C: 1.63291 -1.29310 -1.87378
C: 2.20736 -0.13687 -2.37631
N: 2.30210 0.99739 -1.68321
C: 1.76595 1.00901 -0.47174
H: -1.50209 -0.11633 -0.72835
H: -1.81390 -1.63715 0.08652
H: -4.14161 0.06905 0.36888
H: -3.69773 0.05323 -1.32785
H: -4.40458 -2.16426 -1.58271
H: -3.75688 -2.64360 0.00030
H: -0.93968 3.91565 -0.46080
H: -2.02388 2.08650 -0.99239
H: 0.64403 -2.16361 -0.16159
H: 1.59609 -2.19242 -2.47445
H: 2.61387 -0.12555 -3.38185
H: 1.82834 1.93059 0.09508
C: -1.81237 0.20431 5.83771
C: -2.54611 -0.48043 6.95581
C: -3.23364 -1.78255 6.61147
O: -4.27058 -1.84141 7.60080
C: -4.59638 -0.56138 7.91827
O: -5.55818 -0.24467 8.53867
O: -3.67045 0.29184 7.42829
H: -1.50361 1.20526 6.13432
H: -0.91457 -0.36161 5.59048
H: -2.41831 0.29412 4.93815
H: -1.88347 -0.63327 7.81453
H: -2.60032 -2.66220 6.68228
H: -3.70246 -1.73676 5.62485
C: 2.70092 -5.63358 -5.44310
C: 1.25597 -5.45835 -5.06765
C: 0.45301 -4.47222 -5.88790
O: -0.57289 -4.08831 -4.95907
C: -0.05525 -4.20357 -3.71580
O: -0.55053 -3.75883 -2.72978
O: 1.10987 -4.88702 -3.75015
H: 3.22054 -6.22467 -4.69065
H: 2.76370 -6.16394 -6.39360
H: 3.20935 -4.67397 -5.54072
H: 0.74591 -6.42654 -5.05456
H: 0.00733 -4.88447 -6.78793
H: 1.03888 -3.58288 -6.13450
C: 5.32685 6.57437 -0.76235
C: 3.97513 5.95147 -0.97746
C: 3.65300 4.72579 -0.15275
O: 2.67747 4.07073 -0.97460
C: 2.96041 4.38670 -2.26822
O: 2.50915 3.84648 -3.22108
O: 3.83810 5.42049 -2.30762
H: 5.51997 7.33349 -1.51877
H: 5.35137 7.05577 0.21577
H: 6.12202 5.82986 -0.80939
H: 3.18712 6.70000 -0.84333
H: 3.23416 4.93797 0.82722
H: 4.51706 4.06319 -0.05314

Summary:
- Orbital gap: 9.7 eV
- Molecular weight: 605.47 Da
- E_HOMO: -9.434 eV
- ΔE to the lowest compared entry with this formula, charge and spin: 0.00 kcal per mole
- Total energy: -81468.5234 eV
- Spin multiplicity: 1

=====

Formula: Cl2H2O2P2
Source: the Open Molecules 2025 dataset
Level of theory: wB97M-V/def2-TZVPD

Element x y z (Å)
O: 2.14729 -0.02606 2.41120
O: 1.51927 0.98869 -0.25868
P: 0.63115 -0.52049 -0.16363
P: 2.52692 1.00328 0.99095
Cl: 2.63726 2.89279 1.39398
Cl: 4.15864 0.54802 0.09586
H: -0.22672 -0.06280 -1.30093
H: -0.35010 -0.02334 0.62892

Summary:
- Orbital gap: 10.4 eV
- Molecular weight: 166.87 Da
- E_HOMO: -10.189 eV
- ΔE to the lowest compared entry with this formula, charge and spin: 52.43 kcal per mole
- Total energy: -47750.1821 eV
- Spin multiplicity: 1

=====

Formula: C4H4NO4P
Source: the Open Molecules 2025 dataset
Level of theory: wB97M-V/def2-TZVPD

Element x y z (Å)
C: 0.90301 0.12615 0.93403
C: 0.59706 1.31362 0.21294
C: -1.83034 0.87132 -1.24360
C: 2.17955 -0.20518 1.32954
N: 0.38916 2.30557 -0.27046
O: -1.89470 -0.44189 -0.56533
O: -1.45574 0.93308 -2.36831
O: -1.07539 -2.69197 0.27368
O: -2.49359 1.69136 -0.55182
P: -1.07369 -1.85529 -0.92832
H: 0.12357 -0.35149 1.52621
H: 0.39571 -0.99847 -1.01885
H: 2.24165 -1.21927 1.63047
H: 2.99373 0.52246 1.03982

Summary:
- Orbital gap (spin up / spin down): 5.1 / 5.1 eV
- Charge: -2
- Molecular weight: 161.05 Da
- E_HOMO (spin up / spin down): 1.022 / 1.021 eV
- ΔE to the lowest compared entry with this formula, charge and spin: 33.31 kcal per mole
- Total energy: -23179.6645 eV
- Spin multiplicity: 1

=====

Formula: C23H32N8O2
Source: the Open Molecules 2025 dataset
Level of theory: wB97M-V/def2-TZVPD

Element x y z (Å)
C: -3.20164 1.54888 -5.20014
H: -2.86985 0.59268 -5.73018
O: -3.89170 1.33253 -4.06875
C: -3.03773 0.89076 -2.94617
C: -3.59494 0.86469 -1.85285
C: -3.13562 0.48260 -0.44638
C: -1.80785 0.13280 -0.31390
C: -1.14037 -0.11523 -1.71726
C: -1.66824 0.31675 -2.88137
O: -0.96115 0.47859 -4.06377
C: 0.26587 0.02328 -3.87180
H: 0.92142 0.63839 -3.23047
H: 0.94143 0.39196 -5.09374
H: 0.49195 -0.90863 -3.67691
H: -0.09028 -0.42227 -1.70043
C: -1.22658 -0.36835 0.94273
H: -0.16245 0.15576 0.86673
H: -1.80829 -0.02693 1.73313
C: -1.20807 -2.01015 0.81291
N: -0.51699 -2.25345 2.26497
C: 0.90873 -2.42124 2.47590
N: 0.83743 -2.56300 4.01359
N: -0.45866 -2.65335 4.29141
N: -1.22988 -2.41239 3.44500
C: 1.96068 -2.42332 1.45054
N: 1.99450 -0.73347 1.17225
C: 2.72481 -0.31132 -0.12155
H: 3.40067 -1.01629 -0.32536
C: 2.81304 1.15057 -0.06339
N: 1.74834 1.86062 0.58207
C: 0.62758 2.27163 -0.05631
N: 0.81501 2.41178 -1.44069
C: -0.34286 3.10810 -1.93152
C: -1.25410 3.62409 -1.23201
C: -1.24176 3.40483 0.17706
N: -0.48040 2.72508 0.79023
H: -2.06917 3.60477 0.68517
H: -2.31202 4.21282 -1.49232
H: -0.26166 3.19059 -2.97600
C: 1.71601 1.46210 2.16047
C: 2.41156 0.36005 2.31488
H: 3.47692 0.33271 2.61883
H: 2.16718 -0.21151 3.31379
H: 0.88695 1.63877 2.38278
H: 2.37984 2.19517 2.52750
H: 2.68735 1.52418 -1.35746
H: 3.78494 1.51446 0.16381
H: 1.88524 -0.58251 -0.91521
C: 3.21473 -2.89839 2.17859
C: 3.06227 -4.37001 2.53251
H: 2.88828 -4.80791 1.37543
H: 3.89979 -4.79613 2.82288
H: 2.07910 -4.52382 2.82317
C: 4.56003 -2.39110 1.48849
H: 4.44252 -2.74882 0.45256
H: 4.64686 -1.38084 1.58020
H: 5.46339 -3.07284 1.93373
H: 3.38007 -2.36929 3.34857
H: 1.70869 -2.73953 0.66712
H: -2.22747 -2.17761 0.99659
H: -0.42916 -2.31891 -0.03097
H: -3.85655 0.53178 0.42574
H: -4.80070 1.16976 -1.81964
H: -3.86824 1.87334 -5.69256
H: -2.25224 2.27693 -5.21122

Summary:
- Orbital gap: 8.8 eV
- Molecular weight: 452.56 Da
- E_HOMO: -8.358 eV
- ΔE to the lowest compared entry with this formula, charge and spin: 482.67 kcal per mole
- Total energy: -40363.9330 eV
- Spin multiplicity: 1

=====

Formula: C29H33O
Source: the Open Molecules 2025 dataset
Level of theory: wB97M-V/def2-TZVPD

Element x y z (Å)
C: -1.35625 3.34753 -0.82111
C: -0.80234 3.52877 0.40225
C: 0.33476 4.50286 0.57178
C: -1.37775 2.85707 1.62344
C: -1.69965 1.36975 1.46818
C: -2.26507 0.82344 2.80261
C: -2.59284 -0.63762 2.90009
C: -3.55548 -1.22791 1.90323
C: -2.16945 -1.36736 4.00343
H: -2.22868 2.66759 -0.95433
H: -0.94589 3.90259 -1.69272
H: 0.62003 4.54156 1.62100
H: 1.20025 4.19293 -0.02428
H: 0.04365 5.51793 0.26127
H: -0.67099 3.01774 2.44242
H: -2.30599 3.38038 1.91159
H: -2.44805 1.18732 0.67176
H: -0.80459 0.76770 1.20775
H: -1.60465 1.07774 3.63526
H: -3.19612 1.36034 3.04934
H: -4.17433 -0.40694 1.49944
H: -3.03165 -1.77967 1.08958
H: -4.26853 -1.91245 2.40833
H: -2.41131 -2.46616 4.03042
H: -1.23529 -1.01433 4.46561
C: -0.66417 -5.67447 8.93684
C: -1.30896 -4.60146 8.12929
C: -0.55820 -3.77401 7.28424
C: -1.17519 -2.76636 6.54713
C: -2.59039 -2.58408 6.56861
C: -3.14755 -1.52275 5.71309
C: -4.59956 -1.35656 5.55493
C: -5.61230 -2.34335 5.74480
C: -6.96863 -2.05046 5.63301
C: -7.35859 -0.75655 5.27191
O: -8.69219 -0.45030 5.09212
C: -9.38648 0.04621 6.17810
C: -9.74580 1.38918 6.13533
C: -10.34126 1.95303 7.26925
C: -10.60782 1.16428 8.38952
C: -10.28188 -0.19050 8.39052
C: -9.66541 -0.76886 7.27105
C: -6.39543 0.22386 4.96305
C: -5.06310 -0.07427 5.14063
C: -3.30547 -3.37676 7.50355
C: -2.69790 -4.38574 8.23988
H: -1.42568 -6.34371 9.31912
H: 0.00032 -6.26683 8.30559
H: -0.10887 -5.26999 9.78259
H: 0.53360 -3.89432 7.21959
H: -0.55443 -2.15069 5.91146
H: -2.65760 -0.49386 5.82860
H: -5.30517 -3.39768 5.90799
H: -7.76244 -2.79262 5.76065
H: -9.58900 1.96505 5.21811
H: -10.64829 2.99736 7.25170
H: -11.11932 1.59804 9.24680
H: -10.54611 -0.81729 9.25165
H: -9.45036 -1.84463 7.22278
H: -6.72445 1.17987 4.54967
H: -4.33512 0.70108 4.87793
H: -4.37991 -3.23430 7.65514
H: -3.27553 -5.00620 8.92929

Summary:
- Orbital gap: 6.1 eV
- Charge: +1
- Molecular weight: 397.58 Da
- E_HOMO: -11.254 eV
- ΔE to the lowest compared entry with this formula, charge and spin: 23.66 kcal per mole
- Total energy: -32646.2777 eV
- Spin multiplicity: 1

=====

Formula: C2H13O4S
Source: the Open Molecules 2025 dataset
Level of theory: wB97M-V/def2-TZVPD

Element x y z (Å)
C: 2.58304 0.80639 -1.01175
C: 1.47185 -0.24917 -0.83523
S: 0.00645 0.23800 -1.81749
H: 3.00761 0.65093 -2.00591
H: 2.17212 1.81087 -1.04558
H: 3.39501 0.68272 -0.32914
H: 1.80317 -1.17590 -1.20676
H: 1.14924 -0.28040 0.20256
H: -1.27352 1.06324 -0.41205
H: -2.74592 1.14891 0.15184
O: -1.83286 1.56166 0.26343
H: 1.30589 1.08754 1.76431
H: 0.73394 -0.02830 2.58758
O: 1.49741 0.55760 2.50246
H: -0.75861 -2.92863 -0.07460
H: -0.97413 -1.71078 -0.90555
O: -1.46149 -2.27277 -0.23132
H: -1.78243 -1.26596 1.35166
H: -1.75511 0.14334 1.81585
O: -1.66985 -0.74699 2.16424

Summary:
- Orbital gap: 7.3 eV
- Charge: -1
- Molecular weight: 133.19 Da
- E_HOMO: -3.654 eV
- ΔE to the lowest compared entry with this formula, charge and spin: 8.44 kcal per mole
- Total energy: -21312.1835 eV
- Spin multiplicity: 1

=====

Formula: C28H30ClOSi
Source: the Open Molecules 2025 dataset
Level of theory: wB97M-V/def2-TZVPD

Element x y z (Å)
Cl: 4.06684 0.06650 1.52550
C: 2.37644 -0.12869 1.73537
C: 1.49310 0.92002 1.45361
C: 0.11914 0.71508 1.58358
C: -0.42324 -0.46856 2.14326
C: -1.86421 -0.41894 2.46244
C: -3.21009 -0.80968 1.80983
C: -4.30198 0.25120 2.12220
C: -3.54637 1.17736 3.02492
C: -2.25446 0.74677 3.23394
C: 0.52501 -1.42156 2.61751
C: 1.87408 -1.32884 2.27653
H: 1.89378 1.88940 1.13864
H: -0.55548 1.51179 1.28399
H: -3.30789 -1.30291 0.82910
H: -3.53705 -1.54026 2.56684
H: -4.76158 0.68995 1.22238
H: -5.14413 -0.20025 2.69752
H: -3.98594 2.09020 3.42853
H: -1.48154 1.28022 3.82125
H: 0.22258 -2.19709 3.34413
H: 2.55120 -2.14713 2.49445
C: 2.17423 -3.67798 -0.85642
Si: 0.46981 -4.36556 -0.48376
C: -0.74554 -3.64962 -1.69157
C: 0.51128 -6.23207 -0.30026
O: 0.10835 -3.66686 1.01841
C: -0.81786 -3.95600 1.98335
C: -1.76332 -2.97955 2.25933
C: -2.98150 -3.44376 2.98151
C: -2.88496 -3.78549 4.35260
C: -4.00489 -4.20992 5.07305
C: -5.25032 -4.28065 4.43003
C: -5.37465 -3.97683 3.06846
C: -4.24451 -3.62328 2.34022
C: -0.83062 -5.31613 2.54175
C: -1.94404 -6.16613 2.36648
C: -1.86508 -7.51493 2.72230
C: -0.68090 -8.01453 3.27966
C: 0.39680 -7.15247 3.54370
C: 0.30982 -5.80098 3.20288
H: 2.41420 -3.76760 -1.92878
H: 2.22765 -2.61613 -0.57164
H: 2.93113 -4.23498 -0.28412
H: -0.50289 -4.02638 -2.69524
H: -1.78061 -3.91626 -1.44997
H: -0.65822 -2.55425 -1.69443
H: 0.88282 -6.71517 -1.22256
H: 1.19260 -6.51041 0.52130
H: -0.47849 -6.65658 -0.06988
H: -1.71584 -2.25489 1.44283
H: -1.91337 -3.70868 4.84778
H: -3.89647 -4.48008 6.12526
H: -6.13925 -4.53841 5.01500
H: -6.36007 -4.02342 2.57768
H: -4.35044 -3.43535 1.25956
H: -2.87152 -5.76992 1.94388
H: -2.73101 -8.16174 2.58999
H: -0.62045 -9.05108 3.58539
H: 1.29058 -7.52526 4.02838
H: 1.12873 -5.11135 3.42425

Summary:
- Orbital gap: 5.7 eV
- Charge: +1
- Molecular weight: 446.09 Da
- E_HOMO: -10.925 eV
- Total energy: -51962.1413 eV
- Spin multiplicity: 1

=====

Formula: C26H35N3O4S
Source: the Open Molecules 2025 dataset
Level of theory: wB97M-V/def2-TZVPD

Element x y z (Å)
C: -0.31447 3.93522 3.31828
C: -0.02498 3.13462 2.05482
C: -1.08427 2.07596 1.69356
C: -2.44287 2.71772 1.42240
C: -1.21429 1.00542 2.78068
N: -0.67009 1.43105 0.44055
C: 0.47115 0.75216 0.26797
O: 1.33038 0.61745 1.11954
C: 0.64755 0.20454 -1.17104
C: 1.86737 0.88798 -1.76666
C: 1.96747 2.27194 -1.68093
C: 3.05687 2.93327 -2.21304
C: 4.07469 2.23371 -2.85005
C: 5.26845 2.94928 -3.40481
C: 3.96465 0.85344 -2.94189
C: 2.87672 0.18581 -2.40782
N: 0.76530 -1.23948 -1.21125
C: 1.58044 -1.90288 -0.21219
C: 0.65170 -2.42856 0.90971
C: 1.34643 -3.47741 1.77792
C: 1.08725 -4.76835 0.99813
C: -0.21086 -4.46955 0.23225
O: -0.48709 -3.08130 0.37847
C: 0.21301 -2.04425 -2.14882
O: 0.62817 -3.16639 -2.38135
C: -1.08652 -1.57781 -2.81589
N: -2.11603 -1.68146 -1.80379
C: -2.67722 -0.61125 -1.21159
O: -2.51321 0.53859 -1.60970
C: -3.53239 -0.90478 -0.05546
C: -4.56532 -0.12727 0.39731
C: -5.17008 -0.64229 1.55798
C: -4.58239 -1.79538 1.97788
S: -3.28485 -2.28234 0.96759
H: -1.24009 4.49833 3.22976
H: 0.49390 4.64276 3.48810
H: -0.38005 3.28676 4.18727
H: 0.93173 2.62416 2.16801
H: 0.06261 3.82275 1.20994
H: -2.84537 3.15531 2.33089
H: -2.35374 3.49587 0.66763
H: -3.14324 1.96572 1.06741
H: -1.63522 1.42865 3.68759
H: -1.87077 0.20840 2.43574
H: -0.23768 0.58460 3.00339
H: -1.36059 1.43047 -0.30203
H: -0.22594 0.51239 -1.74862
H: 1.18453 2.83419 -1.19307
H: 3.11824 4.00929 -2.13385
H: 5.00687 3.95829 -3.71505
H: 6.04502 3.02188 -2.64255
H: 5.68184 2.41283 -4.25574
H: 4.74032 0.28874 -3.43925
H: 2.81640 -0.88750 -2.50439
H: 2.09356 -2.73968 -0.68980
H: 2.29980 -1.20223 0.20729
H: 0.28014 -1.57863 1.48757
H: 2.40370 -3.26250 1.90982
H: 0.86726 -3.51794 2.75642
H: 0.98058 -5.63073 1.65273
H: 1.89848 -4.96519 0.29872
H: -1.07028 -5.01210 0.63957
H: -0.10683 -4.70627 -0.83243
H: -1.30717 -2.27287 -3.63079
H: -1.07159 -0.55994 -3.20355
H: -2.16045 -2.57160 -1.32664
H: -4.88400 0.76481 -0.11181
H: -5.99896 -0.17609 2.05912
H: -4.83375 -2.39032 2.83380

Summary:
- Orbital gap: 9.1 eV
- Molecular weight: 485.65 Da
- E_HOMO: -8.746 eV
- ΔE to the lowest compared entry with this formula, charge and spin: 3.82 kcal per mole
- Total energy: -51027.5680 eV
- Spin multiplicity: 1